The following is a quantum chemistry calculation of a molecular structure, C47H46BrClIrNO3P3Si, from OMol25.

Properties
- 2S+1: 1
- Energy relative to the best compared isomer or geometry (same formula, charge and spin): 253.74 kJ/mol
- Net charge: +1
- DFT total energy: -6551.16609 hartree
- Highest occupied orbital energy: -10.739 eV
- Frontier orbital gap: 8.411 eV

Cartesian coordinates (Å):
Ir  -0.14  -0.31  0.20
C  1.73  2.20  1.95
Si  0.75  1.95  0.36
C  1.88  2.32  -1.11
C  2.21  3.56  -1.65
C  3.21  3.65  -2.61
C  3.90  2.51  -3.02
C  3.58  1.27  -2.50
C  2.56  1.19  -1.56
P  1.94  -0.35  -0.84
C  3.35  -0.88  0.21
C  4.23  0.10  0.70
C  5.28  -0.25  1.53
C  5.48  -1.57  1.89
C  4.64  -2.55  1.39
C  3.59  -2.21  0.55
C  2.01  -1.45  -2.30
C  1.05  -1.21  -3.28
C  1.05  -1.95  -4.45
C  2.02  -2.92  -4.66
C  3.00  -3.13  -3.71
C  3.00  -2.39  -2.53
C  -0.54  3.29  0.22
C  -0.39  4.64  0.57
C  -1.46  5.51  0.45
C  -2.69  5.05  0.01
C  -2.86  3.72  -0.35
C  -1.77  2.85  -0.27
P  -1.79  1.08  -0.70
C  -3.55  0.71  -0.37
C  -4.49  0.99  -1.37
C  -5.85  0.86  -1.12
C  -6.29  0.46  0.13
C  -5.36  0.20  1.14
C  -4.01  0.33  0.89
C  -1.65  0.97  -2.50
C  -1.03  1.98  -3.24
C  -0.91  1.84  -4.62
C  -1.43  0.72  -5.26
C  -2.05  -0.28  -4.51
C  -2.14  -0.17  -3.14
H  1.49  3.17  2.41
H  2.80  2.19  1.77
H  1.50  1.41  2.66
H  1.69  4.45  -1.34
H  3.46  4.61  -3.04
H  4.69  2.59  -3.76
H  4.10  0.38  -2.83
H  4.10  1.13  0.40
H  5.94  0.52  1.89
H  6.31  -1.84  2.53
H  4.81  -3.59  1.63
H  2.97  -3.00  0.15
H  0.30  -0.45  -3.12
H  0.30  -1.76  -5.21
H  2.02  -3.50  -5.58
H  3.77  -3.87  -3.87
H  3.79  -2.56  -1.81
H  0.56  5.00  0.95
H  -1.34  6.55  0.73
H  -3.53  5.73  -0.05
H  -3.82  3.37  -0.69
H  -4.16  1.31  -2.35
H  -6.56  1.07  -1.91
H  -7.35  0.35  0.32
H  -5.70  -0.10  2.12
H  -3.30  0.13  1.67
H  -0.65  2.86  -2.76
H  -0.43  2.62  -5.20
H  -1.35  0.62  -6.33
H  -2.45  -1.16  -5.01
H  -2.62  -0.95  -2.55
Br  1.41  -6.79  1.31
C  1.05  -4.98  0.98
C  1.20  -4.05  2.00
C  0.93  -2.73  1.72
N  0.52  -2.33  0.50
C  0.35  -3.24  -0.47
C  0.61  -4.58  -0.27
H  1.51  -4.35  2.99
H  1.01  -1.96  2.47
H  -0.04  -2.88  -1.41
H  0.45  -5.28  -1.07
Cl  -2.12  -4.55  2.47
C  -2.39  -2.83  2.12
C  -2.39  -2.53  0.62
O  -2.89  -3.28  -0.18
O  -1.92  -1.36  0.31
H  -1.63  -2.24  2.62
H  -3.38  -2.58  2.50
C  -0.19  1.67  4.89
P  -0.75  0.04  4.37
C  -2.55  0.16  4.39
C  -0.33  -1.09  5.71
O  -0.17  -0.40  3.05
H  -0.72  1.98  5.79
H  -0.39  2.38  4.09
H  0.88  1.66  5.09
H  -2.89  0.45  5.38
H  -3.00  -0.79  4.12
H  -2.86  0.93  3.67
H  -0.72  -0.74  6.66
H  0.76  -1.17  5.77
H  -0.74  -2.08  5.49

Atomic partial charges in e from the Mulliken method, atoms 1 to 8:
1 Ir 2.239
2 C -0.840
3 Si 0.929
4 C 0.831
5 C -0.578
6 C -0.782
7 C -0.924
8 C -0.451

---

The following is a quantum chemistry calculation of a molecular structure, C47H46F3N3O2SmTe, from OMol25.

Properties
- 2S+1: 6
- Net charge: +1
- DFT total energy: -3358.63383 hartree
- Highest occupied orbital energy (alpha / beta): -8.981 / -9.007 eV
- Frontier orbital gap (alpha / beta): 5.373 / 5.397 eV

Cartesian coordinates (Å):
Sm  -0.13  -1.16  0.18
C  4.25  2.47  -3.74
C  3.53  1.61  -2.73
C  3.29  0.23  -2.91
C  2.50  -0.43  -1.91
C  2.05  -1.82  -2.03
O  0.83  -2.14  -1.69
C  2.96  -2.90  -2.50
C  4.31  -2.86  -1.99
C  5.11  -3.94  -2.21
C  4.67  -5.05  -2.95
C  3.38  -5.09  -3.45
C  2.52  -4.02  -3.22
C  2.14  0.27  -0.72
O  1.89  -0.42  0.40
C  2.09  1.68  -0.74
C  2.86  2.32  -1.72
C  1.15  2.23  0.19
N  0.00  1.59  0.49
C  -1.31  2.19  0.61
C  -1.66  3.31  -0.39
Te  -3.71  4.38  0.15
C  -3.95  5.41  -1.71
C  -4.13  4.67  -2.93
C  -4.26  5.38  -4.14
C  -4.26  6.77  -4.15
C  -4.18  7.53  -2.92
C  -4.05  6.84  -1.74
C  1.53  3.52  0.90
C  2.87  4.03  0.74
C  3.25  5.26  1.25
C  2.32  5.99  2.02
C  1.01  5.52  2.12
C  0.62  4.27  1.69
H  5.27  2.09  -3.92
H  4.23  3.43  -3.23
H  3.69  2.55  -4.73
H  3.62  -0.36  -3.74
H  4.68  -2.00  -1.43
H  6.14  -3.99  -1.87
H  5.33  -5.92  -3.12
H  2.91  -5.92  -3.99
H  1.49  -3.99  -3.49
H  3.05  3.38  -1.57
H  -1.53  2.43  1.70
H  -2.04  1.36  0.36
H  -1.89  2.86  -1.37
H  -0.94  4.08  -0.43
H  -4.11  3.60  -2.84
H  -4.33  4.80  -5.05
H  -4.30  7.36  -5.12
H  -4.22  8.63  -2.88
H  -3.88  7.39  -0.79
H  3.65  3.36  0.35
H  4.22  5.63  1.08
H  2.64  7.00  2.41
H  0.25  6.09  2.67
H  -0.41  3.98  1.87
F  -6.80  1.39  0.85
C  -6.37  0.86  -0.32
F  -7.41  0.02  -0.65
F  -6.32  1.86  -1.31
C  -5.05  0.26  -0.21
C  -4.55  -0.18  1.02
C  -3.33  -0.85  1.03
N  -2.62  -1.14  -0.10
C  -3.21  -0.79  -1.30
C  -4.36  -0.05  -1.41
H  -5.23  -0.22  1.94
H  -2.89  -1.28  1.94
H  -2.60  -1.03  -2.19
H  -4.68  0.14  -2.46
C  2.92  -0.74  4.45
C  1.92  -1.88  4.24
C  1.88  -3.02  5.00
C  1.05  -4.11  4.68
C  0.91  -5.26  5.62
C  0.33  -4.06  3.52
C  0.43  -2.99  2.57
C  1.14  -1.83  3.05
N  -0.13  -3.05  1.37
C  -0.79  -4.27  0.81
C  0.21  -5.43  0.83
C  -2.14  -4.50  1.44
C  -1.08  -3.91  -0.70
H  3.76  -0.82  3.71
H  3.35  -0.76  5.45
H  2.39  0.23  4.34
H  2.58  -3.05  5.83
H  -0.03  -5.12  6.16
H  1.66  -5.23  6.39
H  0.88  -6.27  5.14
H  -0.35  -4.93  3.37
H  1.14  -0.91  2.52
H  0.26  -5.96  1.79
H  1.31  -5.10  0.72
H  0.05  -6.20  0.06
H  -2.21  -4.50  2.57
H  -2.57  -5.45  1.07
H  -2.80  -3.67  1.15
H  -0.16  -4.06  -1.31
H  -1.62  -2.93  -0.77
H  -1.85  -4.65  -1.00

Atomic partial charges in e from the Mulliken method, atoms 1 to 8:
1 Sm 0.228
2 C -1.542
3 C 0.317
4 C -0.955
5 C 0.131
6 C 0.830
7 O -0.561
8 C 0.288

---

Ordered max |F| results: 1.69 4.64; unit eV Å⁻¹.